The following is a quantum chemistry calculation of C52H49BrCsF5N8O2 as an isolated structure, from the OMol25 dataset.

CARTESIAN COORDINATES (ANGSTROEM)
Cs  -0.141  0.455  1.504
C  -2.359  -1.516  -2.682
C  -1.961  -0.988  -1.479
N  -1.219  -1.653  -0.562
C  -0.966  -2.915  -0.942
C  -1.364  -3.445  -2.083
N  -2.098  -2.777  -2.986
C  -0.129  -3.700  -0.012
C  0.726  -4.717  -0.433
C  1.548  -5.374  0.436
C  1.542  -4.966  1.748
C  0.680  -3.895  2.078
N  -0.131  -3.263  1.234
C  0.738  -3.339  3.457
C  0.831  -4.255  4.452
N  0.797  -3.825  5.776
C  0.634  -2.523  5.943
C  0.577  -1.623  4.926
N  0.604  -2.037  3.689
C  2.216  -6.625  -0.125
C  2.743  -6.772  -1.415
C  3.394  -7.899  -1.826
N  3.494  -8.948  -0.959
C  2.953  -8.937  0.221
C  2.299  -7.780  0.701
H  -2.909  -0.883  -3.357
H  -2.211  0.025  -1.125
H  -1.242  -4.464  -2.378
H  0.636  -5.155  -1.399
H  2.046  -5.520  2.541
H  0.732  -5.332  4.299
H  0.672  -2.133  6.996
H  0.402  -0.536  5.088
H  2.705  -5.820  -1.987
H  3.922  -8.175  -2.736
H  2.924  -9.946  0.708
H  1.845  -7.751  1.745
Br  2.697  1.463  4.729
C  1.767  3.224  5.057
C  2.615  4.331  5.283
C  2.037  5.554  5.556
C  0.668  5.594  5.628
C  -0.149  4.500  5.460
C  -1.552  4.573  5.687
C  -2.301  3.460  5.482
C  -1.796  2.278  4.879
C  -0.423  2.062  4.738
C  0.383  3.213  5.075
H  3.668  4.146  5.081
H  2.744  6.420  5.627
H  0.263  6.598  5.803
H  -2.019  5.536  6.086
H  -3.392  3.473  5.674
H  -2.482  1.443  4.675
C  3.017  -2.604  -2.145
C  2.971  -1.336  -2.928
C  1.553  -0.840  -3.284
C  3.784  -0.177  -2.372
C  4.843  0.209  -3.231
C  5.733  1.220  -2.949
C  5.548  1.866  -1.754
C  4.461  1.584  -0.883
C  4.429  2.305  0.440
C  5.087  1.418  1.528
C  3.033  2.828  0.752
C  3.530  0.523  -1.156
O  2.593  0.328  -0.311
H  2.509  -3.407  -2.563
H  2.402  -2.384  -1.151
H  4.138  -2.938  -1.932
H  3.407  -1.642  -3.886
H  1.122  -0.546  -2.375
H  0.888  -1.674  -3.650
H  1.537  0.012  -3.990
H  5.044  -0.494  -4.090
H  6.611  1.478  -3.592
H  6.089  2.719  -1.483
H  5.035  3.209  0.313
H  4.735  0.424  1.396
H  4.776  1.737  2.505
H  6.201  1.424  1.330
H  2.581  2.434  1.667
H  2.400  2.716  -0.084
H  3.147  3.883  0.896
C  -4.995  1.378  -4.514
C  -5.193  2.087  -3.184
N  -4.954  3.501  -3.143
C  -6.161  4.259  -3.396
C  -6.893  4.578  -2.121
C  -3.751  4.176  -3.149
O  -3.750  5.381  -3.383
C  -2.449  3.469  -2.723
C  -1.293  3.629  -3.502
C  -0.136  3.018  -3.096
C  -0.115  2.279  -1.898
N  -1.189  2.136  -1.145
C  -2.298  2.786  -1.521
H  -5.558  0.407  -4.533
H  -3.971  1.206  -4.945
H  -5.549  1.997  -5.194
H  -4.568  1.587  -2.411
H  -6.207  1.845  -2.897
H  -6.825  3.745  -4.209
H  -5.796  5.216  -3.865
H  -7.173  3.609  -1.601
H  -7.781  5.147  -2.212
H  -6.131  5.150  -1.498
H  -1.331  4.136  -4.467
H  0.865  3.365  -3.544
H  0.670  1.532  -1.681
H  -3.141  2.692  -0.736
F  -5.686  0.654  0.158
C  -4.793  -0.231  -0.579
F  -5.706  -0.685  -1.569
C  -4.741  -1.431  0.270
F  -4.329  -2.545  -0.441
F  -5.956  -1.857  0.750
F  -3.976  -1.344  1.381

Computed properties:
Kohn-Sham gap (eV): 5.35
Max |F| (eV Å⁻¹): 4.58
Total charge: -2

Mulliken atomic charge list, values in e, 2 entries: Cs 0.848; C -0.684

The following is a quantum chemistry calculation of one molecule with the formula C19H26N2O4S3, from the OMol25 dataset.

CARTESIAN COORDINATES (ANGSTROEM)
C  4.767  2.705  0.389
C  3.521  1.852  0.314
H  3.294  1.347  1.247
H  3.542  1.137  -0.503
S  2.125  2.964  -0.018
O  1.884  3.807  1.120
O  2.308  3.612  -1.287
C  0.760  1.824  -0.170
N  0.960  0.555  -0.175
C  -0.166  -0.168  -0.326
C  -1.330  0.578  -0.449
N  -2.603  0.214  -0.619
C  -3.623  1.243  -0.645
H  -3.473  1.875  -1.530
H  -3.509  1.887  0.238
C  -5.026  0.641  -0.651
C  -6.068  1.754  -0.592
H  -5.967  2.419  -1.447
H  -7.070  1.333  -0.601
H  -5.951  2.342  0.315
C  -5.175  -0.312  0.539
H  -6.132  -0.829  0.460
C  -4.019  -1.331  0.630
C  -3.252  -1.192  1.943
H  -2.408  -1.878  1.958
H  -3.900  -1.415  2.788
H  -2.870  -0.180  2.061
C  -3.054  -1.157  -0.549
H  -3.544  -1.418  -1.493
H  -2.201  -1.818  -0.426
H  -4.416  -2.348  0.571
H  -5.202  0.284  1.453
H  -5.172  0.086  -1.581
S  -0.909  2.287  -0.360
S  0.173  -1.926  -0.358
O  -0.367  -2.536  0.833
O  -0.273  -2.468  -1.617
C  1.958  -1.915  -0.285
C  2.676  -1.787  -1.457
C  4.054  -1.685  -1.393
C  4.712  -1.708  -0.166
C  3.964  -1.852  0.998
C  2.585  -1.954  0.943
H  1.986  -2.066  1.832
H  4.467  -1.882  1.954
C  6.204  -1.598  -0.109
H  6.567  -0.886  -0.847
H  6.655  -2.565  -0.330
H  6.535  -1.287  0.878
H  4.628  -1.582  -2.302
H  2.147  -1.773  -2.396
H  4.899  3.238  -0.549
H  5.648  2.095  0.580
H  4.661  3.437  1.187

Computed properties:
Kohn-Sham gap (eV): 8.72
Max |F| (eV Å⁻¹): 0.95
SMILES string: CCS(=O)(=O)c1nc(S(=O)(=O)c2ccc(C)cc2)c(N2C[C@H](C)C[C@H](C)C2)s1

Mulliken atomic charge list, values in e, 2 entries: C -1.461; C -0.126

Question: Kohn-Sham gap of number 1 (C52H49BrCsF5N8O2)?
Answer: 5.35 eV

Question: max |F| of number 2 (C19H26N2O4S3)?
Answer: 0.95 eV Å⁻¹